Entry 1:
CHF3N2 | ωB97M-V with the def2-TZVPD basis set

## Properties
Calculated total energy = -12176.6816 eV
Gap between HOMO and LUMO (alpha / beta) = 8.5592 / 7.7972 eV

CARTESIAN COORDINATES (ANGSTROEM)
C  -0.03145  0.18200  0.09672
N  -1.84179  -0.61227  -0.27846
N  1.18656  -0.26014  -0.16444
F  -0.04800  1.45450  0.03660
F  -2.61244  0.37891  0.02904
F  1.44062  -1.54749  0.19942
H  1.90649  0.40448  0.08111



Entry 2:
CHF3NOPdS2 | ωB97M-V with the def2-TZVPD basis set

## Properties
Calculated total energy = -37888.2474 eV
Net charge = -1
2S+1 = 3
Gap between HOMO and LUMO (alpha / beta) = 6.3169 / 6.2320 eV

CARTESIAN COORDINATES (ANGSTROEM)
N  1.69176  0.85714  -1.09680
S  1.86845  1.29179  0.61751
S  1.18203  -0.61514  -1.38003
C  -1.46799  0.29031  0.34845
F  -2.18175  0.06824  1.49478
F  -1.76951  1.58401  0.04554
F  -2.19624  -0.42709  -0.56407
Pd  0.41310  -0.37391  1.02874
O  0.27396  -1.42279  -0.35082
H  2.18621  -1.25257  -0.14331



Entry 3:
CHF3O2S | ωB97M-V with the def2-TZVPD basis set

## Properties
Calculated total energy = -24133.9996 eV
Gap between HOMO and LUMO = 12.5062 eV

CARTESIAN COORDINATES (ANGSTROEM)
O  -0.45436  1.94504  -1.14024
S  -0.48466  1.17201  0.03501
O  0.62240  0.38027  0.41176
C  -1.95497  -0.02148  0.10580
F  -2.93815  0.56103  -0.80864
F  -2.58808  0.03459  1.26519
F  -1.52812  -1.18708  -0.23805
H  -0.83596  1.96311  0.99794



Entry 4:
CHFN2O3 | ωB97M-V with the def2-TZVPD basis set

## Properties
Calculated total energy = -12887.0276 eV
2S+1 = 3
Gap between HOMO and LUMO (alpha / beta) = 6.3617 / 11.1164 eV

CARTESIAN COORDINATES (ANGSTROEM)
C  0.20875  1.96741  0.41906
N  1.38955  -2.03341  0.19988
N  -0.78713  -2.18462  -1.21813
O  0.25786  -1.70723  0.15318
O  -1.89216  -2.00209  -0.91625
O  0.01374  2.35011  -0.68656
F  1.08084  2.58878  1.24584
H  -0.27145  1.02106  0.80299



ΔE to the lowest compared entry with this formula, charge and spin: 10.104 1.548 1.531 0.000 (eV)